1.
{
  "formula": "C30H31N11O2STi",
  "method": "the ωB97M-V functional and the def2-TZVPD basis",
  "elements": ["Ti", "C", "C", "N", "N", "C", "N", "S", "C", "C", "C", "C", "C", "N", "H", "H", "H", "H", "H", "H", "H", "H", "H", "H", "N", "C", "C", "C", "C", "C", "C", "C", "H", "H", "H", "H", "H", "N", "N", "N", "C", "N", "N", "H", "H", "H", "C", "O", "C", "C", "C", "C", "C", "C", "N", "C", "C", "C", "C", "C", "C", "C", "O", "H", "H", "H", "H", "H", "H", "H", "H", "H", "H", "H", "H", "H"],
  "xyz": [[1.079, 0.647, 0.462], [-0.231, 0.638, 4.517], [0.189, 0.962, 3.121], [0.561, 0.003, 2.253], [0.978, -1.241, 2.718], [2.318, -1.463, 2.610], [2.828, -2.549, 3.201], [3.276, -0.420, 1.700], [0.388, 2.286, 2.634], [-0.032, 3.457, 3.296], [0.401, 4.680, 2.850], [1.244, 4.742, 1.730], [1.572, 3.576, 1.084], [1.148, 2.366, 1.486], [0.578, 0.144, 5.062], [-0.490, 1.530, 5.078], [-1.102, -0.025, 4.521], [0.481, -1.653, 3.498], [2.294, -3.112, 3.843], [3.826, -2.674, 3.166], [-0.697, 3.393, 4.145], [0.101, 5.587, 3.356], [1.617, 5.689, 1.370], [2.219, 3.596, 0.216], [1.462, -1.060, -0.530], [2.083, -1.856, -1.085], [2.794, -2.871, -1.754], [3.163, -4.028, -1.054], [3.857, -5.023, -1.713], [4.188, -4.871, -3.054], [3.818, -3.725, -3.749], [3.115, -2.723, -3.110], [2.910, -4.119, -0.006], [4.145, -5.917, -1.178], [4.731, -5.654, -3.564], [4.084, -3.604, -4.789], [2.820, -1.825, -3.636], [0.736, 2.260, -4.109], [1.515, 1.819, -3.102], [2.755, 1.440, -3.282], [3.158, 1.189, -2.046], [2.174, 1.405, -1.165], [1.124, 1.814, -1.863], [1.090, 2.034, -5.025], [-0.254, 2.168, -3.945], [4.155, 0.875, -1.790], [-4.937, 0.631, -1.651], [-3.960, -0.062, -0.878], [-3.086, -0.867, -1.500], [-2.907, -0.908, -2.877], [-2.075, -1.855, -3.449], [-1.472, -2.823, -2.664], [-1.602, -2.761, -1.289], [-2.334, -1.746, -0.687], [-2.397, -1.721, 0.728], [-2.636, -0.726, 1.581], [-2.534, 0.676, 1.432], [-3.390, 1.468, 2.238], [-3.480, 2.824, 2.078], [-2.716, 3.464, 1.096], [-1.801, 2.751, 0.357], [-1.638, 1.375, 0.555], [-0.610, 0.772, -0.011], [-5.621, 1.062, -0.926], [-5.474, -0.059, -2.304], [-4.484, 1.431, -2.240], [-3.451, -0.216, -3.507], [-1.938, -1.866, -4.523], [-0.905, -3.622, -3.123], [-1.124, -3.504, -0.663], [-2.367, -2.647, 1.133], [-3.039, -1.074, 2.526], [-4.038, 0.965, 2.946], [-4.164, 3.392, 2.692], [-2.837, 4.526, 0.935], [-1.157, 3.235, -0.367]],
  "atomic_forces_ev_per_a": [[2.8, -0.6, 0.7], [-0.1, 0.0, -0.2], [0.2, 0.2, 0.5], [-0.5, -0.2, 0.8], [0.3, 0.0, 0.4], [-0.1, 0.1, -0.1], [-0.1, 0.0, 0.0], [0.3, 0.1, 0.1], [0.2, -0.1, 0.3], [0.0, 0.1, 0.0], [-0.1, -0.2, 0.0], [0.0, 0.0, -0.1], [0.0, 0.3, 0.1], [-0.2, 1.2, 1.0], [0.0, 0.0, 0.0], [0.0, 0.0, 0.0], [0.0, 0.0, 0.1], [0.0, 0.0, 0.0], [0.0, 0.0, 0.0], [0.0, -0.1, 0.0], [0.1, 0.0, 0.1], [0.0, 0.0, 0.0], [0.1, 0.0, 0.0], [-0.1, 0.0, 0.0], [0.4, -2.0, -1.1], [-0.8, 0.2, 0.2], [0.4, -0.6, -0.4], [-0.1, 0.3, 0.0], [0.0, 0.0, 0.0], [-0.1, 0.0, 0.0], [0.0, 0.0, -0.1], [0.0, 0.1, 0.3], [0.0, 0.0, 0.0], [0.0, 0.0, 0.0], [0.0, 0.0, 0.0], [0.0, -0.1, 0.0], [0.0, 0.0, 0.0], [-0.2, 0.7, -0.3], [0.3, -0.5, 0.7], [0.2, 0.1, -0.4], [-0.1, 0.1, 0.2], [0.7, 0.6, -1.2], [-0.1, 0.6, -0.7], [0.1, -0.2, 0.1], [0.0, -0.2, 0.1], [0.0, -0.1, 0.0], [-0.1, 0.1, 0.0], [0.1, 0.1, 0.3], [0.2, -0.2, 0.3], [0.0, 0.1, -0.1], [-0.1, 0.0, -0.1], [0.1, -0.1, 0.0], [0.2, 0.1, 0.1], [0.1, 0.3, -0.6], [-0.4, 0.6, 0.4], [0.1, -0.5, -0.5], [0.3, 0.5, -0.5], [0.0, -0.2, 0.0], [-0.2, 0.1, 0.1], [0.0, -0.1, 0.0], [0.0, 0.0, 0.0], [-0.5, -0.2, 0.0], [-3.6, 0.0, -0.9], [0.0, 0.0, -0.1], [0.0, 0.0, 0.0], [0.0, 0.0, 0.0], [0.0, 0.0, 0.0], [-0.1, 0.0, 0.0], [0.0, 0.0, 0.0], [0.1, 0.0, 0.0], [-0.2, 0.0, 0.1], [0.2, -0.1, 0.1], [0.0, 0.0, 0.1], [0.0, 0.0, 0.0], [0.1, 0.0, 0.0], [0.0, 0.0, 0.1]],
  "lowdin_charge": [0.727, 0.003, -0.268, -0.153, 0.001, -0.813, 0.121, 0.735, -0.218, -0.003, -0.033, -0.036, -0.109, -0.029, 0.096, 0.080, 0.085, 0.143, 0.119, 0.108, 0.116, 0.121, 0.114, 0.109, 0.097, -0.091, -0.210, -0.011, -0.046, -0.034, -0.047, -0.016, 0.118, 0.119, 0.121, 0.119, 0.114, 0.167, -0.247, 0.163, -0.143, -0.089, 0.100, 0.123, 0.117, 0.136, -0.028, -0.077, -0.221, -0.001, -0.057, -0.075, -0.020, -0.151, 0.155, 0.037, -0.149, -0.009, -0.056, -0.027, -0.001, -0.293, -0.189, 0.103, 0.107, 0.100, 0.115, 0.116, 0.113, 0.122, 0.167, 0.149, 0.127, 0.118, 0.125, 0.124],
  "lumo_ev": [-6.065, -6.082],
  "total_charge": 2,
  "gap_ev": [4.902, 7.418],
  "fmax_ev_per_a": 3.7,
  "homo_ev": [-10.97, -13.50],
  "multiplicity": 3,
  "de_lowest_kj_mol": 187.7
}

=====

2.
{
  "formula": "C18H26BCrN8S",
  "method": "the ωB97M-V functional and the def2-TZVPD basis",
  "elements": ["Cr", "C", "C", "C", "C", "N", "N", "B", "N", "C", "C", "C", "C", "N", "N", "C", "C", "C", "C", "N", "N", "C", "C", "C", "C", "N", "H", "H", "H", "H", "H", "H", "H", "H", "H", "H", "H", "H", "H", "H", "H", "H", "H", "H", "H", "H", "C", "S", "C", "H", "H", "H", "H", "H", "H"],
  "xyz": [[0.159, -0.662, 1.748], [3.678, -1.782, 1.052], [2.924, -0.952, 0.070], [3.344, -0.497, -1.186], [2.283, 0.216, -1.682], [1.277, 0.194, -0.780], [1.679, -0.534, 0.302], [-0.053, 0.990, -0.786], [-0.108, 1.954, 0.422], [-0.405, 3.256, 0.595], [-0.409, 3.538, 1.942], [-0.125, 2.322, 2.570], [-0.023, 2.005, 4.024], [0.042, 1.378, 1.643], [-1.306, 0.092, -0.705], [-2.433, 0.056, -1.445], [-3.354, -0.749, -0.815], [-2.718, -1.180, 0.354], [-3.260, -2.070, 1.419], [-1.491, -0.670, 0.416], [0.008, 1.818, -2.114], [0.744, 3.016, -2.328], [0.715, 3.285, -3.654], [-0.020, 2.231, -4.233], [-0.387, 1.959, -5.618], [-0.408, 1.334, -3.221], [4.746, -1.593, 0.961], [3.520, -2.847, 0.871], [3.380, -1.559, 2.075], [4.295, -0.668, -1.659], [2.198, 0.727, -2.626], [-0.644, 3.902, -0.234], [-0.605, 4.487, 2.410], [-0.208, 2.895, 4.620], [0.971, 1.636, 4.279], [-0.763, 1.257, 4.317], [-2.520, 0.591, -2.372], [-4.349, -0.988, -1.147], [-4.333, -1.917, 1.521], [-2.797, -1.861, 2.384], [-3.107, -3.123, 1.172], [1.247, 3.516, -1.517], [1.163, 4.122, -4.162], [-0.019, 2.724, -6.295], [-1.477, 1.877, -5.702], [-0.004, 0.976, -5.915], [-0.568, -3.809, 3.447], [0.634, -3.025, 2.353], [0.347, -3.877, 0.785], [-1.549, -3.851, 2.979], [-0.608, -3.226, 4.364], [-0.215, -4.810, 3.681], [0.681, -4.908, 0.873], [0.939, -3.364, 0.028], [-0.706, -3.833, 0.517]],
  "atomic_forces_ev_per_a": [[0.0, 0.0, 0.1], [0.0, 0.0, 0.0], [-0.1, 0.0, 0.0], [0.0, 0.0, 0.0], [0.0, 0.0, 0.0], [0.0, 0.0, 0.1], [0.1, 0.1, 0.0], [-0.1, -0.1, 0.2], [0.1, -0.1, 0.0], [-0.1, 0.0, 0.0], [0.0, 0.0, 0.0], [-0.1, 0.0, 0.0], [0.0, 0.0, 0.0], [0.1, 0.0, 0.0], [0.0, 0.1, -0.3], [-0.2, -0.1, 0.1], [0.2, 0.1, 0.0], [-0.2, -0.1, -0.1], [0.0, 0.0, 0.0], [0.1, 0.0, 0.1], [0.0, 0.0, 0.0], [0.0, -0.1, -0.1], [0.0, 0.1, -0.1], [0.1, 0.1, 0.1], [0.0, 0.0, 0.0], [-0.2, 0.0, 0.0], [0.0, 0.0, 0.0], [0.0, 0.0, 0.0], [0.0, 0.0, 0.0], [0.0, 0.0, 0.0], [0.0, 0.0, 0.0], [0.1, 0.0, 0.0], [0.0, 0.0, 0.0], [0.0, 0.0, 0.0], [0.0, 0.0, 0.0], [0.0, 0.0, 0.0], [0.0, 0.0, 0.0], [0.0, 0.0, 0.0], [0.0, 0.0, 0.0], [0.0, 0.0, 0.0], [0.0, 0.0, 0.0], [-0.1, 0.0, 0.1], [0.0, 0.0, 0.0], [0.0, 0.0, 0.0], [0.0, 0.0, 0.0], [0.0, 0.0, 0.0], [0.0, 0.0, 0.0], [0.0, 0.1, -0.1], [0.0, 0.0, 0.1], [0.0, 0.0, 0.0], [0.0, 0.0, 0.0], [0.0, 0.0, 0.0], [0.0, 0.0, 0.0], [0.0, 0.0, 0.0], [0.0, 0.0, 0.0]],
  "lowdin_charge": [0.727, -0.015, -0.307, 0.027, -0.033, 0.029, -0.002, -0.606, 0.026, -0.037, 0.030, -0.297, 0.000, -0.022, 0.026, -0.034, 0.024, -0.313, -0.007, 0.006, 0.048, 0.040, 0.048, -0.187, 0.025, 0.209, 0.097, 0.088, 0.072, 0.125, 0.124, 0.129, 0.125, 0.096, 0.093, 0.088, 0.115, 0.123, 0.098, 0.073, 0.087, 0.145, 0.141, 0.105, 0.121, 0.121, -0.329, 0.789, -0.321, 0.033, 0.054, 0.060, 0.062, 0.040, 0.044],
  "lumo_ev": [-5.878, -9.607],
  "total_charge": 2,
  "gap_ev": [8.549, 5.180],
  "fmax_ev_per_a": 0.3,
  "homo_ev": [-14.43, -14.79],
  "multiplicity": 6,
  "de_lowest_kj_mol": 11.0
}

=====

3.
{
  "formula": "C3H9N3O",
  "method": "the ωB97M-V functional and the def2-TZVPD basis",
  "elements": ["O", "C", "N", "C", "N", "C", "N", "H", "H", "H", "H", "H", "H", "H", "H", "H"],
  "xyz": [[1.321, -1.232, -1.384], [0.690, -1.233, -0.360], [1.148, -1.732, 0.850], [-0.807, -0.838, -0.148], [-0.977, 0.465, 0.566], [-0.546, 1.784, 0.112], [0.582, 1.790, -0.775], [2.149, -1.885, 0.910], [0.490, -2.527, 1.235], [-1.175, -1.641, 0.523], [-1.357, -0.837, -1.094], [-1.695, 0.499, 1.274], [-0.243, 2.341, 0.987], [-1.365, 2.198, -0.501], [0.412, 1.640, -1.736], [1.372, 1.207, -0.460]],
  "atomic_forces_ev_per_a": [[-0.7, 0.9, 0.5], [0.4, -1.2, 0.0], [-1.7, -1.5, 0.9], [0.1, 0.5, 0.8], [-0.2, -1.1, -1.3], [1.5, -0.6, -2.1], [0.7, -0.7, 1.8], [-0.2, -0.5, -0.2], [2.2, 2.2, -0.6], [-0.3, 0.8, -0.5], [0.1, 0.3, 0.0], [-0.1, -0.2, 0.6], [-0.7, 0.4, 0.5], [-0.3, 0.3, 0.8], [-0.3, -0.2, -1.1], [-0.5, 0.7, -0.3]],
  "lowdin_charge": [0.128, -0.532, 0.134, -0.028, 0.189, -0.200, 0.069, 0.117, 0.171, 0.133, 0.157, 0.163, 0.147, 0.169, 0.082, 0.101],
  "lumo_ev": [-3.564, -7.975],
  "total_charge": 1,
  "gap_ev": [11.018, 6.596],
  "fmax_ev_per_a": 3.2,
  "homo_ev": [-14.58, -14.57],
  "multiplicity": 2,
  "de_lowest_kj_mol": 72.0
}

=====

4.
{
  "formula": "C19H25BeCl5KLi2N4O5S2",
  "method": "the ωB97M-V functional and the def2-TZVPD basis",
  "elements": ["N", "C", "C", "C", "S", "C", "N", "C", "C", "C", "C", "N", "C", "H", "H", "H", "H", "H", "H", "H", "C", "C", "C", "C", "C", "C", "N", "O", "C", "C", "C", "H", "H", "H", "H", "H", "H", "H", "H", "H", "H", "H", "H", "H", "H", "H", "H", "H", "H", "Li", "O", "S", "O", "O", "O", "C", "Cl", "Cl", "Cl", "Cl", "K", "Be", "Cl", "Li"],
  "xyz": [[4.152, 4.758, 0.783], [3.706, 4.259, -0.163], [3.113, 3.533, -1.300], [2.402, 2.256, -0.753], [1.788, 1.236, -2.164], [1.192, 2.755, -0.089], [0.332, 3.247, 0.512], [3.465, 1.522, 0.094], [4.552, 1.050, -0.655], [5.542, 0.469, 0.064], [5.427, 0.380, 1.410], [4.424, 0.754, 2.181], [3.459, 1.316, 1.467], [2.404, 4.164, -1.847], [3.980, 3.241, -1.902], [2.880, 0.594, -2.632], [4.617, 1.191, -1.724], [6.424, 0.093, -0.428], [6.269, -0.056, 1.936], [2.588, 1.606, 2.093], [-4.317, -3.748, 1.235], [-4.452, -2.208, 1.211], [-4.384, -1.670, 2.652], [-3.008, -1.752, 3.326], [-1.836, -1.693, 2.336], [-2.157, -1.025, 0.998], [-3.319, -1.722, 0.385], [-3.617, -1.321, -0.684], [-0.928, -1.224, 0.112], [-2.370, 0.474, 1.193], [-5.835, -1.870, 0.670], [-4.390, -4.163, 0.227], [-5.110, -4.191, 1.834], [-3.364, -4.071, 1.656], [-4.709, -0.628, 2.654], [-5.113, -2.199, 3.264], [-2.925, -0.940, 4.048], [-2.934, -2.672, 3.906], [-0.985, -1.188, 2.799], [-1.494, -2.716, 2.148], [-0.755, -2.282, -0.109], [-0.070, -0.839, 0.651], [-1.010, -0.691, -0.838], [-1.456, 0.892, 1.640], [-3.207, 0.707, 1.853], [-2.543, 0.984, 0.243], [-6.592, -2.307, 1.316], [-5.999, -2.268, -0.330], [-5.999, -0.791, 0.642], [2.942, 5.886, -2.108], [6.477, 2.668, -1.476], [7.727, 1.834, -1.634], [8.836, 2.719, -2.061], [7.480, 0.791, -2.637], [8.063, 1.229, -0.320], [-5.320, -2.414, -4.214], [-5.337, -3.505, -2.834], [-4.334, -0.987, -3.850], [-4.591, -3.262, -5.618], [-6.952, -1.933, -4.620], [7.410, 4.083, -0.077], [0.842, 3.549, -3.467], [0.787, 0.619, 2.431], [-2.124, -3.000, -5.237]],
  "atomic_forces_ev_per_a": [[-0.3, -0.1, -1.2], [0.2, 0.3, 1.0], [1.2, -0.1, 0.7], [0.8, -0.1, 0.4], [-0.7, -0.1, -0.2], [-0.7, 0.2, 1.3], [0.7, -0.4, -1.1], [-0.1, -0.4, -1.0], [-1.3, 0.5, 0.4], [0.5, -1.0, -1.5], [1.6, -1.1, 1.9], [-0.1, 0.3, -1.1], [-2.1, 1.4, 1.3], [-0.3, -0.3, -0.2], [-0.1, -0.1, -0.3], [0.1, 0.4, 0.4], [0.3, -0.2, -0.1], [-0.1, -0.1, 0.2], [0.1, -0.1, 0.1], [0.9, 0.2, -0.9], [0.5, -0.2, -0.1], [-1.0, -2.3, 1.5], [0.8, 0.6, 0.3], [0.0, 0.0, 0.0], [-0.4, -0.7, 0.4], [3.1, -1.1, 1.5], [-2.0, 4.1, 1.3], [0.1, -0.9, -2.0], [-0.2, -0.3, -0.9], [-1.3, 0.5, -0.5], [0.3, 0.4, -0.9], [0.0, 0.1, 0.0], [-0.1, 0.2, 0.0], [0.0, 0.0, 0.0], [-0.1, 0.0, -0.2], [-0.1, -0.2, -0.3], [-0.1, 0.0, 0.0], [0.0, 0.0, 0.0], [0.1, 0.2, -0.3], [0.0, 0.0, -0.2], [0.0, 0.0, 0.1], [0.2, 0.2, 0.3], [-0.1, 0.1, 0.1], [0.3, -0.5, 0.1], [0.0, -0.1, 0.0], [0.0, -0.1, -0.1], [0.2, -0.1, 0.2], [0.0, 0.0, 0.0], [0.0, 0.0, 0.0], [0.0, 0.0, 0.0], [-1.4, -0.2, -1.0], [1.8, -1.8, -1.9], [-0.7, 0.6, 0.5], [-0.5, 0.1, 0.3], [-0.1, 0.9, 0.2], [-0.4, 0.3, 0.4], [0.1, 0.0, -0.1], [0.1, -0.1, -0.1], [0.3, -0.2, -0.2], [0.2, -0.1, -0.1], [1.2, 1.3, 1.6], [0.0, 0.2, -0.1], [-1.2, -0.6, 0.2], [-0.3, 0.1, 0.0]],
  "lowdin_charge": [0.229, -0.229, -0.261, -0.665, 0.714, -0.306, 0.212, -0.224, -0.069, -0.075, -0.131, 0.108, -0.208, -0.080, 0.124, -0.080, 0.093, 0.089, 0.121, -0.040, 0.013, -0.447, -0.124, -0.143, -0.145, -0.463, 0.021, 0.151, -0.042, -0.003, -0.016, 0.078, 0.107, 0.094, 0.115, 0.134, 0.125, 0.117, 0.054, 0.121, 0.093, 0.011, 0.075, 0.009, 0.090, 0.095, 0.109, 0.048, 0.105, 0.754, -0.649, 0.169, -0.437, -0.382, -0.427, -2.026, 0.588, 0.563, 0.498, 0.621, 0.895, 0.362, -0.047, 0.814],
  "lumo_ev": -5.827,
  "total_charge": 1,
  "gap_ev": 1.950,
  "fmax_ev_per_a": 4.7,
  "homo_ev": -7.78
}

=====

5.
{
  "formula": "C5H11O2",
  "method": "the ωB97M-V functional and the def2-TZVPD basis",
  "elements": ["C", "C", "C", "O", "O", "H", "H", "H", "H", "H", "C", "C", "H", "H", "H", "H", "H", "H"],
  "xyz": [[-1.517, -0.384, 0.265], [-1.329, -1.261, 1.497], [-2.179, -1.218, -0.905], [-1.791, -0.970, -2.062], [-3.049, -2.033, -0.522], [-2.275, 0.404, 0.373], [-0.627, 0.115, -0.128], [-0.991, -0.880, 2.457], [-0.811, -2.149, 1.125], [-2.329, -1.647, 1.690], [1.791, 0.621, -0.604], [2.436, 1.949, -0.278], [0.808, 0.489, -0.137], [1.614, 0.474, -1.677], [2.322, -0.330, -0.478], [3.298, 2.112, -0.932], [1.691, 2.732, -0.377], [2.939, 1.976, 0.693]],
  "atomic_forces_ev_per_a": [[-0.5, 0.4, -0.7], [-1.1, -0.5, -0.7], [0.2, -0.2, 0.5], [0.1, 0.2, -0.1], [-0.1, 0.0, -0.2], [0.2, 0.1, 0.5], [-0.6, -0.4, 0.2], [0.6, 0.4, -0.2], [0.5, 0.0, 0.6], [-0.1, -0.1, 0.1], [-0.7, -1.3, -0.9], [1.1, -0.6, -0.1], [0.8, 0.2, 0.0], [-0.4, 0.8, 0.0], [0.5, 0.5, 0.9], [-0.3, 0.3, -0.4], [0.2, 0.3, 0.1], [-0.6, 0.0, 0.3]],
  "lowdin_charge": [-0.200, -0.134, -0.765, -0.093, -0.099, 0.097, 0.035, 0.047, 0.071, 0.053, -0.176, -0.173, 0.023, 0.074, 0.068, 0.053, 0.062, 0.054],
  "lumo_ev": 3.529,
  "total_charge": -1,
  "gap_ev": 7.379,
  "fmax_ev_per_a": 1.7,
  "homo_ev": -3.85,
  "de_lowest_kj_mol": 79.2
}

=====

6.
{
  "formula": "C3H10NP",
  "method": "the ωB97M-V functional and the def2-TZVPD basis",
  "elements": ["C", "C", "N", "P", "C", "H", "H", "H", "H", "H", "H", "H", "H", "H", "H"],
  "xyz": [[-2.191, 0.269, 0.393], [-0.928, 0.421, -0.471], [0.303, 0.883, 0.422], [1.957, 0.595, -0.074], [1.989, -1.280, 0.258], [-2.206, 0.949, 1.358], [-3.053, 0.320, -0.127], [-2.078, -0.719, 0.708], [-0.553, -0.284, -1.163], [-0.964, 1.379, -1.192], [0.094, 1.853, 0.612], [1.863, 0.513, -1.457], [1.214, -1.757, -0.273], [1.739, -1.454, 1.218], [2.815, -1.686, -0.212]],
  "atomic_forces_ev_per_a": [[3.8, 1.1, 2.3], [1.9, 5.8, 0.1], [-1.1, -1.1, -1.2], [-1.0, -0.7, 1.6], [-1.0, 2.8, -2.9], [0.2, -1.2, -2.2], [-2.9, 0.5, -1.8], [-0.3, -1.8, 1.2], [-0.2, -1.7, -0.1], [-0.7, -1.9, 1.3], [0.5, 0.0, 0.2], [-0.2, -0.1, -0.8], [-1.4, -0.3, -0.9], [0.2, -0.6, 3.5], [2.3, -0.9, 0.0]],
  "lowdin_charge": [-0.096, -0.278, -0.362, 0.781, -0.307, 0.123, 0.018, 0.040, 0.057, 0.125, 0.027, -0.110, 0.002, -0.017, -0.003],
  "lumo_ev": 1.180,
  "total_charge": 0,
  "gap_ev": 10.080,
  "fmax_ev_per_a": 6.1,
  "homo_ev": -8.90,
  "smiles": "CCNPC",
  "de_lowest_kj_mol": 180.5
}